{
  "formula": "C5H14NO2",
  "method": "ωB97M-V/def2-TZVPD",
  "elements": ["C", "O", "C", "N", "H", "H", "H", "H", "H", "H", "H", "H", "C", "C", "O", "C", "H", "H", "H", "H", "H", "H"],
  "coordinates": [[-0.727, 0.678, 1.714], [-0.357, 0.640, 3.068], [0.258, 1.631, 1.016], [-0.061, 1.749, -0.482], [-1.745, 1.047, 1.634], [-0.705, -0.306, 1.192], [-0.699, -0.190, 3.423], [0.223, 2.675, 1.449], [1.291, 1.234, 1.035], [-0.985, 2.051, -0.642], [-0.018, 0.799, -0.930], [0.574, 2.420, -0.918], [-0.026, -0.842, -2.520], [-0.038, -1.345, -1.277], [-1.179, -2.007, -0.850], [1.111, -1.538, -0.314], [0.884, -0.491, -3.079], [-1.038, -0.793, -3.049], [-0.938, -2.673, -0.256], [1.804, -0.667, -0.303], [0.691, -1.660, 0.681], [1.680, -2.410, -0.592]],
  "forces_ev_per_a": [[0.2, 0.1, -0.6], [0.1, -0.5, -0.3], [0.2, 0.7, -0.1], [1.2, -0.9, 1.1], [-0.3, 0.2, -0.3], [0.0, 0.5, 0.5], [0.1, 0.2, 0.3], [0.1, -1.3, -0.4], [-0.6, 0.3, 0.3], [-1.6, 0.7, -0.1], [0.3, 0.4, -0.2], [0.0, -0.3, -0.2], [-1.0, 0.9, -0.8], [0.1, -1.6, -0.3], [-0.4, 2.5, -1.7], [0.2, 1.1, -0.4], [-1.0, -0.2, 1.0], [1.7, -0.3, 0.6], [0.5, -1.6, 1.5], [-0.3, -0.6, 0.0], [0.3, -0.1, 0.1], [0.2, -0.3, 0.0]],
  "lowdin_charge": [-0.2585, -0.0236, -0.0944, 0.1991, 0.1280, 0.1007, 0.1111, 0.1581, 0.1316, 0.1431, 0.1019, 0.1747, 0.0464, -0.4836, 0.0388, -0.0250, 0.0990, 0.1110, 0.0752, 0.0934, 0.0747, 0.0982],
  "total_energy_ha": -403.84920,
  "orbital_gap_ev": 9.84,
  "de_lowest_ev": 2.508,
  "homo_energy_ev": -13.16,
  "charge": 1,
  "e_lumo_ev": -3.32
}